C27H30Cl3FINO11Si2 as an isolated structure, computed with ωB97M-V/def2-TZVPD.

Cartesian coordinates (Å):
C  -2.699  -4.566  -1.262
C  -2.108  -3.971  0.018
C  -2.056  -2.451  0.008
Cl  -3.737  -1.777  -0.038
Si  -1.321  -1.658  1.548
I  -2.538  -2.563  3.478
C  -1.574  0.204  1.628
C  -1.846  0.924  0.336
O  -2.541  1.884  0.221
O  -1.190  0.359  -0.748
O  0.255  -2.125  1.795
Si  1.611  -1.715  0.935
C  1.389  -2.066  -0.885
C  1.529  -1.129  -1.911
C  1.292  -1.513  -3.229
N  0.931  -2.743  -3.583
C  0.819  -3.650  -2.618
C  1.037  -3.366  -1.273
C  2.973  -2.877  1.545
C  4.281  -2.881  0.767
F  3.241  -2.652  2.915
C  2.101  0.080  1.308
Cl  3.553  0.503  0.335
C  2.304  0.299  2.821
C  3.733  0.421  3.314
Cl  1.393  1.781  3.320
H  -3.783  -4.659  -1.168
H  -2.306  -5.564  -1.458
H  -2.517  -3.923  -2.126
H  -2.725  -4.269  0.870
H  -1.108  -4.363  0.214
H  -1.593  -2.070  -0.902
H  -0.721  0.687  2.113
H  -2.425  0.388  2.287
H  -0.556  0.985  -1.119
H  1.813  -0.104  -1.706
H  1.385  -0.783  -4.025
H  0.529  -4.650  -2.921
H  0.934  -4.157  -0.539
H  2.526  -3.879  1.488
H  4.744  -3.868  0.760
H  4.983  -2.197  1.249
H  4.153  -2.535  -0.259
H  1.348  0.785  0.957
H  1.828  -0.513  3.375
H  4.175  1.372  3.019
H  4.339  -0.413  2.965
H  3.720  0.386  4.405
C  -1.479  5.690  5.264
C  -1.247  6.871  5.851
C  0.119  7.258  6.365
O  0.220  8.363  6.868
C  1.203  6.311  6.234
C  0.977  5.124  5.649
C  -0.390  4.744  5.114
O  -0.511  3.657  4.582
O  1.926  4.214  5.505
O  -2.169  7.803  6.036
H  -2.453  5.406  4.891
H  2.174  6.591  6.617
H  1.563  3.426  5.056
H  -1.715  8.548  6.477
C  -3.271  0.456  -7.047
C  -2.319  0.810  -6.172
C  -0.966  0.135  -6.135
O  -0.170  0.549  -5.308
C  -0.697  -0.944  -7.057
C  -1.651  -1.302  -7.929
C  -2.997  -0.612  -7.984
O  -3.778  -1.013  -8.828
O  -1.517  -2.273  -8.816
O  -2.465  1.770  -5.274
H  -4.239  0.934  -7.082
H  0.265  -1.434  -7.009
H  -2.359  -2.304  -9.312
H  -1.625  1.811  -4.777

Properties
Kohn-Sham gap = 8.1 eV
LUMO level = -0.056 Ha
2S+1 = 1

Results of the Mulliken charge analysis, in e, for atoms 1 through 6: number 1, C, carries -1.443; number 2, C, carries -0.317; number 3, C, carries 0.216; number 4, Cl, carries -0.159; number 5, Si, carries 0.218; number 6, I, carries -0.248